Computed, not measured: the ion C4H7IN with charge +1, with ωB97M-V/def2-TZVPD.

```
13
Properties=species:S:1:pos:R:3:forces:R:3
C -1.4759 1.3533 -1.6970 2.7 0.9 -2.5
C -1.2202 0.5386 -0.7306 -1.0 0.5 0.7
C 0.4996 -0.3153 0.8354 -0.1 -1.5 0.8
C 1.5571 -1.5944 1.0862 -2.1 0.8 -0.3
N 0.0800 0.3300 -0.3563 3.2 -2.6 1.1
I 1.5356 -2.3952 2.9549 0.2 0.5 -1.1
H -2.4286 1.6555 -1.9304 -2.0 0.5 -0.7
H -0.6089 1.6937 -2.3124 -1.0 0.1 0.3
H -2.1124 0.3212 -0.1737 0.5 -1.0 1.1
H -0.2680 -0.3448 1.6618 0.5 -0.4 -1.2
H 1.2125 0.3346 1.2913 1.5 1.0 0.8
H 2.3566 -1.9949 0.4012 -0.8 0.8 0.6
H 0.8726 0.4177 -1.0302 -1.6 0.3 0.5
```
Forces are in eV/Å.

Energy above the lowest of the compared OMol25 structures with the same formula, charge and spin, eV: 4.714
HOMO-LUMO gap (spin up / spin down), eV: 5.10 / 5.09
HOMO energy (spin up / spin down), eV: -12.174 / -12.171
Charge: +1
Energy, eV: -13840.5418

Atomic partial charges in e from the Mulliken method, atoms 1 to 8:
1 C -0.76
2 C 0.12
3 C -0.62
4 C -0.25
5 N -0.23
6 I 0.47
7 H 0.29
8 H 0.21